Density functional theory data (ωB97M-V/def2-TZVPD) for a single C4H7NO2 molecule.

XYZ file:
```
14
Properties=species:S:1:pos:R:3:forces:R:3:lowdin_charge:R:1
C 1.670 0.511 -0.358 0.1 0.0 0.0 -0.024
H -2.824 -0.908 -1.188 0.1 0.1 0.1 0.112
H 1.886 1.419 0.215 0.0 -0.1 -0.1 0.090
C -2.150 -0.426 -0.481 -0.1 -0.3 0.1 -0.116
O -1.749 0.890 -0.830 0.0 0.2 -0.1 -0.025
H 2.479 -0.194 -0.140 -0.1 0.1 -0.1 0.087
H -2.361 -0.589 0.574 0.1 0.1 -0.2 0.107
H -0.472 -0.404 -1.908 0.0 0.0 0.2 0.144
H 0.911 -0.272 2.976 0.0 -0.1 0.0 0.096
C -0.775 -0.151 -0.891 0.2 -0.2 0.0 -0.255
H 1.669 0.749 -1.424 0.0 0.0 0.1 0.081
O 1.245 -0.182 2.077 0.1 0.1 0.3 -0.058
N 0.119 -0.393 1.293 -0.1 0.1 -0.6 0.052
C 0.351 -0.050 0.086 -0.1 0.0 0.3 -0.292
```
Positions in Å, forces in eV/Å.

The energy above the lowest of the compared OMol25 structures with the same formula, charge and spin comes out at 3.5900 eV. For the gap between HOMO and LUMO, the calculation gives 10.70 eV. As for the HOMO energy: -9.716 eV. Its largest force on an atom is 0.6 eV Å⁻¹.